1.
ORCA calculation (ωB97M-V/def2-TZVPD) on a molecular structure, C40H34N6O3PbSSi.

```
86
C40H34N6O3PbSSi (ωB97M-V/def2-TZVPD)
C -0.646 2.319 2.695
C 4.395 1.875 2.229
H 4.780 -2.674 -5.681
O 1.366 -1.731 -1.152
C 3.811 -1.114 1.922
C 2.968 -2.135 -2.857
H -1.888 -1.697 5.113
O 2.025 0.974 0.907
C -1.767 -2.166 2.315
C -2.735 1.084 -2.023
C 2.725 -1.998 1.969
N -0.937 1.190 3.335
H 5.882 4.675 4.514
H 3.352 -3.029 -0.963
S -0.852 2.770 1.055
Si 3.536 0.586 1.101
H -0.529 -3.267 -0.510
H 2.832 -1.365 -4.839
H 3.436 4.536 4.145
H -1.659 -5.395 0.234
H -3.386 -1.001 4.469
C 3.572 2.815 2.860
C 4.741 1.478 -2.762
C -2.371 2.231 -4.167
H 6.511 0.933 -3.854
C 3.675 -2.972 -1.996
C -1.717 -0.913 3.108
H -2.887 -5.361 2.411
H 5.882 -0.897 2.493
C 6.310 2.982 3.258
C 4.051 1.364 -1.561
H -2.050 0.068 4.947
N 1.238 -0.519 -3.151
C -4.366 2.691 -2.943
C -3.566 2.920 -4.071
C 4.061 -3.698 3.034
H -4.594 1.623 -1.099
H 0.296 2.927 4.371
C -1.917 1.341 -3.184
H 3.070 1.824 -1.451
H 4.298 2.023 -3.588
H -3.864 3.625 -4.838
N 0.122 0.112 -2.615
C 5.152 -2.834 3.016
H 6.458 1.312 1.933
H 6.249 -0.572 0.140
C -1.095 -3.325 0.420
C 6.519 0.137 -1.858
H 2.499 2.746 2.684
H -1.742 2.379 -5.042
C -2.415 -3.306 2.795
O -2.438 0.259 -1.087
C 4.768 -3.699 -2.452
C -2.387 -4.473 2.046
N -1.134 -2.204 1.130
H 0.311 4.032 3.073
N -0.171 3.293 3.554
C 4.470 -2.762 -4.644
C 2.843 -3.271 2.515
C -2.296 -0.889 4.494
C -0.648 0.663 -3.464
C 4.577 0.643 -0.482
H 6.016 -4.172 -4.140
C 5.980 0.866 -2.912
H 1.984 -3.934 2.528
C 4.095 3.814 3.675
N -1.131 0.103 2.579
C 5.820 0.026 -0.661
C 3.382 -2.030 -4.184
H 7.383 3.048 3.403
Pb -0.190 0.112 -0.026
C 5.469 3.897 3.882
C -1.711 -4.498 0.837
H 5.312 -4.340 -1.767
H 7.474 -0.363 -1.977
H -5.307 3.223 -2.837
C 5.167 -3.602 -3.781
H 1.775 -1.682 1.551
C -3.975 1.797 -1.972
H 4.161 -4.693 3.454
H -0.345 0.627 -4.516
C 1.756 -1.402 -2.320
H 6.104 -3.153 3.427
C 5.775 1.991 2.439
H -2.936 -3.276 3.744
C 5.021 -1.560 2.471
```

Calculated values
Total energy, eV: -81080.047
Net charge: -2

Formally, the Löwdin partial charges of the atoms, in units of the elementary charge, are as follows:
1 C -0.9200
2 C -0.1865
3 H 0.0854
4 O -0.1923
5 C -0.1862
6 C -0.1359
7 H 0.0724
8 O -0.4867
9 C -0.2162
10 C -0.4211
11 C -0.0851
12 N -0.0412
13 H 0.0829
14 H 0.1053
15 S 0.4792
16 Si 0.3973
17 H 0.1053
18 H 0.0965
19 H 0.0874
20 H 0.0929
21 H 0.0761
22 C -0.0854
23 C -0.0955
24 C -0.0981
25 H 0.0858
26 C -0.0260
27 C -0.2906
28 H 0.0941
29 H 0.0798
30 C -0.1186
31 C -0.0843
32 H 0.0519
33 N 0.0372
34 C -0.1389
35 C -0.1558
36 C -0.1225
37 H 0.0987
38 H 0.0750
39 C -0.1512
40 H 0.1030
41 H 0.0951
42 H 0.0707
43 N -0.0923
44 C -0.1167
45 H 0.0840
46 H 0.0834
47 C -0.1199
48 C -0.1116
49 H 0.0792
50 H 0.0926
51 C -0.0337
52 O -0.2612
53 C -0.0995
54 C -0.0896
55 N 0.0452
56 H 0.0468
57 N 0.0237
58 C -0.1130
59 C -0.0935
60 C -0.0590
61 C -0.1248
62 C -0.2005
63 H 0.0821
64 C -0.1181
65 H 0.0938
66 C -0.1064
67 N -0.0324
68 C -0.1054
69 C -0.0466
70 H 0.0853
71 Pb 1.3753
72 C -0.1293
73 C -0.0762
74 H 0.0905
75 H 0.0871
76 H 0.0813
77 C -0.1274
78 H 0.0686
79 C -0.0411
80 H 0.0842
81 H 0.1071
82 C -0.5105
83 H 0.0855
84 C -0.1050
85 H 0.0929
86 C -0.1084

2.
ORCA calculation (ωB97M-V/def2-TZVPD) on a molecular structure, C33H46AsAuN5O2S.

```
89
C33H46AsAuN5O2S (ωB97M-V/def2-TZVPD)
H 4.155 2.780 3.018
H -2.596 -1.539 5.228
H 2.806 4.274 2.016
C -5.188 -0.685 2.739
C -3.821 -2.617 3.335
As 0.616 1.654 -0.309
C -0.329 -0.365 3.048
H 0.419 -1.080 3.390
H 1.042 -1.342 0.102
C 3.744 1.944 2.458
C 0.631 3.983 -3.783
C 2.945 3.746 -3.353
C 1.933 4.264 -4.147
C -0.455 -1.291 -3.000
H -3.043 -5.560 -0.362
H -0.703 -2.601 -4.661
H 3.180 -0.863 -4.181
C -2.452 -5.026 0.384
N -3.885 -1.164 3.172
C -2.766 -0.430 2.904
N -1.629 -0.828 3.508
N -1.817 -2.724 0.880
C 3.908 2.458 -1.498
C 0.324 3.216 -2.659
H -0.095 0.633 3.428
H -5.268 0.386 2.892
O -5.081 -1.226 -1.024
C 1.716 -0.324 -2.726
H -5.357 -0.895 1.679
H 5.044 -0.279 4.438
H -4.484 -3.074 2.598
C 2.689 2.969 -2.228
C 4.244 0.667 2.671
H 4.009 -1.392 2.144
H 1.346 5.408 -5.875
H 6.227 -0.026 3.162
H -1.196 -2.506 4.713
C -0.013 -1.953 -4.131
N -3.824 -1.716 -0.624
H 3.790 1.450 -1.113
H -1.473 -1.426 -2.650
H -2.691 -5.438 1.374
C 2.186 1.120 0.790
C 3.664 -0.376 1.968
H -1.476 2.101 -3.022
H -0.186 4.364 -4.390
C 2.721 2.179 1.548
H 1.166 3.659 1.760
H -4.878 -0.295 -1.152
H 4.154 3.089 -0.640
H 2.161 -2.274 1.082
H -1.392 2.716 -1.389
N -0.100 0.215 -1.153
C 2.634 -0.188 1.043
H 2.210 3.953 0.387
H 1.636 -2.324 -5.477
C -1.147 2.953 -2.422
H -1.729 3.829 -2.719
C -3.858 -2.951 -0.278
C 0.391 -0.434 -2.263
C 1.293 -1.804 -4.591
S -2.802 0.952 1.911
Au -1.804 -0.499 -0.098
C -1.601 -1.494 4.797
H 4.767 2.469 -2.171
H -1.393 -5.232 0.222
H 2.422 0.266 -2.164
C 2.148 -0.986 -3.865
H -4.146 -2.923 4.334
H -0.961 -0.918 5.471
C 1.355 2.697 -1.856
H 5.676 1.340 4.133
H 2.850 4.509 -6.081
C 5.357 0.414 3.654
H -0.310 -0.342 1.963
O -0.829 -3.220 1.521
C 2.083 -1.433 0.392
H 2.649 -1.683 -0.510
C 2.255 5.084 -5.368
H -5.172 -4.202 -1.420
H 3.980 3.931 -3.628
H -5.084 -4.610 0.294
H -5.992 -3.177 -0.249
H -5.948 -1.196 3.335
H 2.830 5.975 -5.107
C 2.202 3.592 1.417
H -2.816 -2.980 3.136
C -5.103 -3.783 -0.413
C -2.666 -3.547 0.313
```

Calculated values
Total energy, eV: -121877.788
Net charge: -1

Formally, the Löwdin partial charges of the atoms, in units of the elementary charge, are as follows:
1 H 0.1053
2 H 0.0777
3 H 0.0716
4 C -0.1038
5 C -0.0631
6 As 1.2784
7 C -0.1026
8 H 0.0932
9 H 0.0335
10 C -0.0335
11 C -0.0295
12 C -0.0333
13 C -0.2813
14 C -0.0674
15 H 0.0649
16 H 0.0894
17 H 0.0924
18 C -0.0637
19 N -0.1943
20 C -0.7675
21 N -0.2019
22 N -0.1825
23 C -0.0543
24 C -0.2816
25 H 0.0894
26 H 0.0524
27 O -0.0858
28 C -0.0704
29 H 0.0723
30 H 0.0748
31 H 0.0832
32 C -0.2714
33 C -0.2814
34 H 0.1165
35 H 0.0675
36 H 0.0746
37 H 0.0942
38 C -0.1223
39 N -0.0586
40 H 0.0574
41 H 0.0686
42 H 0.0737
43 C -0.3039
44 C -0.0285
45 H 0.0831
46 H 0.1103
47 C -0.3207
48 H 0.0687
49 H 0.0821
50 H 0.0774
51 H 0.0768
52 H 0.0134
53 N -0.4052
54 C -0.2671
55 H 0.0549
56 H 0.0796
57 C -0.0950
58 H 0.0716
59 C -0.3243
60 C -0.4121
61 C -0.1422
62 S 0.5950
63 Au 0.5949
64 C -0.0588
65 H 0.0743
66 H 0.0697
67 H 0.0683
68 C -0.1116
69 H 0.0858
70 H 0.0907
71 C -0.2655
72 H 0.0664
73 H 0.0759
74 C -0.0634
75 H 0.0115
76 O -0.1879
77 C -0.0558
78 H 0.0809
79 C -0.0618
80 H 0.0898
81 H 0.1113
82 H 0.0707
83 H 0.0689
84 H 0.0846
85 H 0.0738
86 C -0.0942
87 H 0.0685
88 C -0.0305
89 C -0.3512

The records above give, respectively, ΔE to the lowest compared entry with this formula, charge and spin values of 9.2; 0.0 kcal per mole.
The records above give, respectively, orbital gap values of 6.02; 6.40 eV.
The records above give, respectively, lowest unoccupied orbital energy values of 4.31; 2.65 eV.